Entry 1:
{
  "formula": "C19H36BBiFN16OSbSe4Si",
  "method": "ωB97M-V with the def2-TZVPD basis set",
  "de_lowest_kcal_mol": 9.0,
  "charge": -2,
  "e_lumo_ha": 0.1513,
  "species": ["Si", "H", "N", "H", "C", "H", "C", "Se", "H", "H", "Se", "N", "H", "H", "H", "C", "C", "H", "F", "Se", "N", "N", "H", "H", "C", "C", "C", "H", "C", "H", "H", "N", "H", "H", "H", "N", "C", "B", "N", "C", "Se", "H", "H", "H", "C", "Bi", "C", "C", "C", "Sb", "N", "C", "H", "N", "C", "N", "O", "C", "H", "N", "N", "H", "C", "H", "H", "H", "N", "H", "N", "H", "H", "N", "H", "H", "N", "H", "H", "H", "H", "C", "H"],
  "positions_angstrom": [[0.7905, 2.8887, -1.8628], [1.6185, -2.8704, -1.0326], [0.4514, -3.3532, 3.1931], [-1.5674, -5.5564, -1.1443], [-3.3505, -2.4932, -0.6206], [0.1585, -2.3166, 0.5690], [-0.4917, -5.4743, -1.0295], [-4.0169, 4.1203, 4.1905], [-3.6807, -0.6159, -3.3854], [-3.2142, -2.4614, 0.4565], [-0.8693, 3.0462, 2.0919], [0.8126, -2.1291, 2.9731], [-3.2662, -2.6052, 3.2050], [-4.2944, -2.9928, -0.8503], [1.9075, -4.6006, -1.2492], [2.4929, 3.4806, 3.6528], [-1.0014, -3.0981, -0.7011], [-1.5385, 3.4085, -2.4523], [1.8802, -0.9230, 0.4519], [-4.3420, 4.2018, -0.0272], [-0.8856, -3.4267, 3.2489], [-2.2712, -3.2649, -1.2194], [3.2247, -0.2788, 4.4007], [-3.3984, -1.4725, -0.9988], [0.8285, 2.3285, -3.6661], [1.9755, 4.3286, -1.5719], [5.0171, -0.3422, -1.2068], [2.7317, 3.7834, 2.6361], [-2.4827, 0.6856, -1.9831], [-0.7995, 4.6960, -1.4691], [0.5926, 3.1801, -4.3131], [-0.2752, -1.3284, 2.8886], [3.2682, 2.2774, -2.4040], [3.3835, 1.8983, 4.7675], [-0.0055, -6.0378, -1.8310], [-4.5474, -0.5448, 2.6352], [2.4624, 1.0912, 3.1325], [-3.2159, 0.5066, -3.3786], [2.8893, -0.1644, 3.4574], [-2.4241, -3.4821, -2.6511], [-0.1930, 5.2141, 1.5174], [-1.5504, -3.9918, -3.0496], [4.1893, -1.7856, 0.1934], [-2.5557, -2.5327, -3.1793], [2.8062, -0.2788, -0.3211], [-0.2839, 0.6352, 0.7157], [-3.2048, -0.6743, 2.6388], [2.4140, 0.9038, -0.9774], [4.6936, 0.7998, -1.9195], [-3.4008, 3.4636, 2.0012], [-2.6278, -1.8536, 3.0154], [-0.9044, 3.6143, -1.5847], [1.4776, -3.9710, 0.3569], [-0.7175, -2.1239, 0.0897], [3.4454, 1.3945, -1.8131], [-3.6383, 1.2642, 2.0088], [1.7521, 1.3263, 2.1451], [4.0332, -0.8899, -0.3949], [5.9951, -0.8000, -1.2812], [-1.9493, 0.8164, -0.9678], [-2.5972, 0.4374, 2.2491], [1.4195, 3.5947, 3.7844], [-1.2844, -2.1719, 3.0546], [3.0381, 4.1023, -1.4935], [-1.4581, 3.2815, -0.7128], [5.4248, 1.2540, -2.5794], [2.9309, 2.1134, 3.9005], [-2.3674, 0.6436, -4.2371], [1.1704, 1.4925, -0.8349], [1.8330, 5.0515, -2.3842], [-0.2133, -5.9271, -0.0691], [-0.0886, -4.0790, -1.0820], [1.6597, 4.8088, -0.6413], [1.7693, 1.8904, -4.0042], [-4.7756, 0.6928, 2.2486], [0.0362, 1.5864, -3.8079], [2.2528, -0.9148, 3.1753], [-3.3071, -4.0994, -2.8382], [-4.0785, 1.3484, -3.4531], [1.2988, -3.8642, -0.7221], [3.0090, 4.1389, 4.3508]],
  "forces_ev_per_angstrom": [[-0.0036, -0.0444, 0.0726], [-0.0189, -0.0272, 0.0104], [-0.0223, 0.0090, -0.0264], [-0.0333, 0.0128, -0.0118], [0.0352, -0.0275, -0.0071], [-0.0421, 0.0391, 0.0080], [0.0199, 0.0274, 0.0351], [-0.0760, 0.0156, 0.1137], [-0.0340, 0.0037, -0.0307], [0.0066, 0.0022, 0.0227], [0.0733, 0.4241, 0.1456], [-0.0184, 0.0604, 0.0540], [-0.0070, -0.0315, -0.0058], [0.0096, -0.0001, -0.0019], [0.0012, -0.0039, 0.0018], [0.0645, -0.0358, 0.0626], [-0.1767, 0.0480, 0.0858], [-0.0180, -0.0150, 0.0546], [-0.1190, 0.1060, 0.0964], [-0.0308, -0.0023, -0.0633], [-0.0182, 0.0502, 0.0096], [0.1207, 0.0952, -0.0193], [0.0375, -0.0152, -0.0070], [0.0014, 0.0294, -0.0030], [-0.0283, 0.0157, 0.0157], [-0.0143, 0.0045, -0.0055], [0.0256, -0.0764, 0.0424], [-0.0168, -0.0160, -0.0344], [-0.1873, 0.0572, -0.2702], [-0.0122, -0.0564, -0.0572], [0.0127, -0.0214, 0.0145], [0.0156, -0.0087, 0.0037], [-0.0295, -0.0012, 0.0192], [0.0256, -0.0366, 0.0453], [0.0071, 0.0124, 0.0040], [0.0340, 0.0395, 0.0101], [0.0809, 0.1048, -0.1258], [0.1249, -0.0292, 0.1380], [-0.1051, 0.1922, 0.1317], [-0.0069, -0.0361, 0.0202], [0.0018, -0.2811, 0.1316], [0.0087, 0.0023, 0.0059], [0.0024, 0.0037, -0.0120], [0.0050, -0.0003, 0.0037], [-0.0759, 0.0020, 0.0065], [0.1431, -0.0111, -0.1452], [-0.0955, 0.1570, -0.1072], [0.0512, -0.0185, 0.0046], [-0.0108, 0.0644, -0.0403], [-0.0688, -0.1930, -0.0332], [-0.0500, 0.0412, 0.0168], [-0.0402, 0.0464, -0.1946], [0.0094, -0.0125, -0.0067], [0.0321, -0.0992, -0.1281], [0.0533, 0.0005, -0.0111], [-0.0001, 0.0409, 0.1417], [0.1257, -0.0263, 0.2581], [0.0389, 0.0763, -0.0583], [-0.0179, 0.0079, 0.0033], [0.2477, -0.0640, 0.2556], [-0.0437, -0.0809, -0.0180], [-0.0501, 0.0279, 0.0139], [0.1359, -0.0513, -0.0484], [-0.0087, -0.0232, -0.0205], [0.0485, -0.0124, -0.0070], [-0.0112, -0.0127, 0.0107], [-0.1675, 0.0330, -0.2602], [0.0113, -0.0179, -0.0216], [0.0459, -0.1449, -0.0819], [0.0164, -0.0052, 0.0319], [-0.0048, 0.0121, -0.0021], [-0.0076, -0.0719, -0.0624], [0.0126, -0.0111, -0.0329], [-0.0227, 0.0137, 0.0250], [0.0604, -0.0717, 0.0064], [0.0211, 0.0244, -0.0015], [-0.0726, -0.2430, -0.1590], [-0.0012, -0.0052, 0.0157], [-0.0199, 0.0346, 0.0016], [0.0128, 0.0162, -0.0118], [0.0077, -0.0121, -0.0170]]
}

---

Entry 2:
{
  "formula": "C19H36BCl2N2O3S",
  "method": "ωB97M-V with the def2-TZVPD basis set",
  "charge": -1,
  "e_lumo_ha": 0.0717,
  "species": ["C", "C", "C", "C", "N", "C", "H", "B", "C", "H", "C", "H", "C", "S", "C", "H", "C", "H", "H", "Cl", "C", "H", "H", "H", "C", "N", "H", "H", "H", "H", "H", "H", "H", "H", "O", "H", "H", "C", "H", "O", "H", "H", "H", "H", "C", "C", "H", "C", "H", "H", "C", "C", "H", "H", "H", "H", "H", "Cl", "H", "C", "O", "H", "H", "H"],
  "positions_angstrom": [[1.7510, 0.0793, 2.8925], [0.5787, 2.6201, 0.3290], [1.5881, -3.2850, -5.3663], [-0.5591, 1.1780, 3.5745], [-0.2166, -5.0645, -3.0634], [0.0273, -1.3582, 4.2922], [-0.2441, -0.6244, 2.0278], [0.1126, -0.2338, 3.0764], [0.5945, -3.9390, 3.5398], [1.5528, -3.7369, 4.1941], [1.0104, -2.3062, -6.3760], [2.8515, 2.6528, 0.5637], [0.0678, -5.0616, -0.7313], [0.6418, -5.5018, 1.0272], [-2.1745, 5.4386, -4.4156], [-1.3085, -2.7662, 2.9078], [2.1421, 0.6230, 1.3959], [-0.1470, 2.1418, 3.0544], [1.4982, 0.0292, 0.6112], [3.3479, -3.4833, -5.5513], [-0.7660, 5.4079, -2.4188], [-0.0820, -2.3108, -6.3154], [1.3884, -2.9673, -4.3379], [-1.5105, 3.6916, -1.0774], [0.7814, 3.9770, -0.6254], [0.5134, -5.6873, -2.0627], [-0.3334, 3.0929, -2.4432], [-1.1917, -3.2370, 4.7726], [1.2955, -2.5687, -7.3997], [0.2856, 1.7225, -0.3999], [3.2930, 0.3500, 1.2361], [0.7379, 4.9435, 0.0371], [2.0105, 0.8884, 3.6975], [-0.5086, 1.3115, 4.7481], [-2.1534, 5.4365, -2.9319], [-3.3608, 0.0404, 1.8476], [0.2084, -3.0775, 1.3587], [1.9339, 2.2545, 1.1990], [1.0832, -1.4245, 4.8245], [-3.2027, 0.4005, 4.2190], [0.0172, 5.4651, -3.3128], [-2.7621, 2.0919, 2.5191], [-0.3723, 2.8267, 0.9799], [-3.2369, 5.8789, -4.7171], [-1.1408, -4.0140, -2.4595], [-0.5947, -2.8039, 3.8350], [1.9579, 2.8246, 2.2397], [-2.9038, -0.4509, 2.8375], [2.3995, -0.8890, 3.1459], [1.9949, -3.5527, 1.7731], [-2.3015, 1.1303, 3.1845], [-0.5288, 3.9626, -1.6570], [-0.6160, 6.3203, -1.6922], [-1.3787, 6.1788, -4.8933], [1.7691, 3.8790, -1.2486], [-1.8845, -3.2690, -3.0018], [1.1412, -4.2735, -5.5088], [1.5363, -0.6325, -6.0685], [-3.9229, -0.9093, 3.1171], [0.8761, -3.8763, 1.9284], [-0.9390, -4.0194, -0.9799], [-0.7018, -0.8866, 5.1080], [-2.0207, 4.3553, -4.8348], [0.0757, -4.9825, 3.7952]],
  "forces_ev_per_angstrom": [[0.9907, 0.3193, -0.3950], [0.1904, 0.5027, -0.5979], [-0.3787, 0.0083, 0.0208], [-2.9553, 1.2234, -0.0704], [-3.1653, 3.7680, 4.0863], [-1.3700, -0.1482, 1.0163], [-0.7153, -0.3281, -0.9459], [2.1748, 0.2499, 1.3921], [-1.9712, -0.0464, -0.6361], [-1.9399, -0.5333, -1.5306], [-0.0725, -0.3440, -0.0305], [-1.8427, -0.6956, 1.2676], [-0.2633, 0.3855, -3.8788], [-0.8896, 0.9109, -2.0324], [-0.7267, 0.6698, -0.1710], [1.3875, 0.1888, 1.8890], [0.8079, -0.0740, 0.8298], [-0.9124, -1.6030, 0.9697], [1.2731, 1.2261, 1.4150], [0.0677, 0.0544, -0.0346], [0.6315, -1.1968, 0.1031], [0.1851, -0.0355, 0.0900], [0.0967, -0.0486, -0.2757], [1.9061, 0.5988, -0.9876], [-1.4652, -1.1521, -0.0735], [-3.2790, 3.8627, 4.0365], [-0.5325, 1.9390, 1.5109], [1.0085, 0.8033, -2.0695], [0.0427, 0.0775, 0.2566], [0.8093, 1.8519, 1.6154], [-2.3647, 0.7673, -0.0120], [0.3387, -1.7957, -1.3159], [0.1210, -1.2749, -1.3535], [-0.2106, -0.1118, -2.2947], [1.9621, 0.3696, -1.9238], [-0.5071, 0.0324, 1.4988], [1.3429, -1.6568, 1.5415], [0.0726, -0.2154, -0.6812], [-2.0465, -0.4019, -0.9337], [1.8311, 3.9479, -4.2706], [-1.6606, 0.1286, 1.8781], [0.7673, -2.9870, 1.8609], [1.8855, -0.5008, -1.0147], [2.2159, -1.2252, 0.5960], [3.8595, -3.7453, 0.7410], [0.7679, -0.8172, 1.8126], [-0.1499, -1.2779, -2.1753], [-1.7377, 2.2282, -0.5855], [-1.1417, 1.9503, -0.6440], [-2.1702, -0.6544, 0.0780], [0.9799, -2.0014, 3.1072], [0.6007, 0.3438, 0.0252], [-0.3050, -1.8424, -1.3552], [-1.4593, -1.5837, 1.1559], [-1.8250, 0.4066, 1.3011], [1.8820, -1.8286, 1.6113], [0.0470, 0.2106, 0.0335], [0.0333, 0.0578, -0.0294], [2.0010, -0.9141, -0.5106], [1.1888, 2.0115, -0.2646], [2.0439, -2.8194, -3.4588], [1.3551, -1.3058, -1.4342], [-0.2992, 2.0387, 0.7248], [1.4886, 2.0325, -0.4780]]
}

---

Entry 3:
{
  "formula": "C19H36BeF4O17",
  "method": "ωB97M-V with the def2-TZVPD basis set",
  "spin_multiplicity": 2,
  "charge": 1,
  "e_lumo_ha": [-0.1850, -0.2286],
  "species": ["H", "H", "C", "O", "H", "H", "O", "H", "H", "C", "O", "H", "C", "H", "F", "C", "C", "F", "O", "C", "H", "F", "O", "O", "H", "O", "H", "H", "C", "O", "C", "H", "O", "H", "Be", "O", "H", "C", "O", "C", "O", "C", "O", "C", "H", "H", "H", "H", "H", "H", "H", "H", "C", "H", "H", "H", "H", "H", "H", "H", "C", "H", "C", "C", "O", "H", "C", "F", "O", "H", "C", "C", "O", "H", "O", "H", "H"],
  "positions_angstrom": [[25.4849, 14.7662, -20.6132], [24.4978, 18.5928, -19.1580], [21.2827, 13.1966, -16.4692], [22.4391, 10.4082, -17.6052], [22.4089, 8.8013, -24.2786], [19.2571, 11.9206, -17.7220], [25.5755, 9.3768, -21.6912], [23.9100, 13.3217, -14.7050], [22.5965, 15.9406, -22.5087], [19.4878, 11.9642, -21.5838], [23.6922, 16.6748, -18.7822], [18.7832, 13.6370, -17.3270], [26.0236, 14.1091, -21.2959], [17.4337, 13.7739, -18.9836], [17.7981, 10.8544, -22.7942], [18.9879, 10.6121, -22.2147], [24.2500, 9.6636, -21.7491], [18.8089, 9.6557, -21.3026], [23.7992, 8.9534, -22.7684], [23.0126, 16.1957, -19.9118], [21.8298, 8.1576, -22.7706], [19.7442, 10.1707, -23.2236], [23.5706, 10.3673, -21.0054], [21.2814, 8.7210, -16.4404], [24.0378, 13.0754, -16.4052], [23.4857, 13.2980, -22.0574], [22.7040, 13.5296, -25.7227], [24.3218, 10.7508, -14.7732], [23.8636, 18.0121, -18.4881], [22.5018, 15.0802, -19.9011], [17.4047, 11.9217, -20.1931], [22.1860, 14.0979, -24.2247], [20.1029, 12.8111, -16.0112], [15.8748, 13.4486, -19.7720], [22.9377, 12.4610, -19.7225], [20.5876, 12.0098, -20.7180], [19.8171, 12.5942, -22.4101], [19.0274, 12.6469, -16.9423], [18.4033, 12.6522, -20.9849], [22.4070, 8.9751, -23.2026], [24.1458, 13.6956, -24.1687], [16.7269, 12.9939, -19.2668], [23.2003, 9.4556, -15.6916], [23.4891, 13.6467, -15.6564], [16.3789, 12.4858, -18.3674], [27.3471, 9.5452, -20.9334], [26.0865, 9.8852, -19.7702], [16.7609, 11.3142, -20.8292], [23.7120, 14.7115, -15.7233], [22.7634, 17.6490, -22.9009], [24.4303, 18.0364, -17.5573], [19.7285, 7.6022, -17.3093], [24.3274, 13.7029, -22.8577], [22.4002, 12.3612, -24.3365], [21.9149, 9.9204, -22.9735], [27.0068, 14.5307, -21.5046], [17.8010, 11.1494, -19.5339], [25.2806, 9.5137, -15.5294], [18.1368, 12.3275, -16.4011], [19.9983, 9.1771, -18.0872], [20.0373, 8.6342, -17.1429], [21.3863, 17.1485, -22.0094], [24.4341, 10.1801, -15.6951], [26.3472, 9.9656, -20.8255], [21.5781, 13.6271, -17.5511], [24.6743, 10.8416, -16.5275], [22.4519, 16.9504, -22.1244], [25.1573, 12.6856, -18.7170], [22.0662, 13.3079, -15.4655], [26.1950, 13.1118, -20.8908], [22.3105, 9.5737, -16.7056], [22.8113, 13.3178, -24.6589], [23.1835, 17.1283, -20.9055], [22.8859, 18.4864, -18.4034], [25.5107, 13.9480, -22.5575], [19.1999, 9.1218, -16.6438], [26.3420, 11.0124, -21.1292]],
  "forces_ev_per_angstrom": [[-0.3409, -0.2745, -0.2062], [-0.1876, -0.2974, -0.5980], [-0.5300, 1.3584, 0.4927], [-0.8809, -1.3764, 0.6214], [0.2897, 0.1884, 0.1009], [0.1648, 0.1984, -0.0588], [-5.2316, -2.7513, -3.2377], [-0.0578, 0.0905, 0.0497], [-0.0720, -0.0488, 0.1219], [-1.1380, 1.0252, 2.0680], [-1.4060, -3.3056, -2.0704], [0.1654, -0.1932, -0.4304], [1.8298, -0.3725, 1.6885], [0.0141, -0.1922, -0.1864], [0.2125, 0.1347, 0.3638], [-0.5936, 0.1720, -0.4575], [0.2822, -0.6540, 0.0485], [0.4548, 0.0561, -0.1838], [-0.7445, -0.0271, -0.3752], [1.6676, 0.7334, 1.5721], [0.3137, 0.0198, 0.3704], [0.5305, -0.0257, 0.5803], [0.6058, 0.2711, -0.1639], [0.8769, 0.4868, -0.0990], [-0.7104, 0.1134, -0.5317], [-1.2265, 0.0420, 0.8395], [0.8671, -0.5574, 0.0231], [0.4247, 0.3798, -0.1456], [0.3600, 1.7565, 0.2935], [0.8194, 1.9263, -0.8378], [0.0810, 0.8549, 0.9527], [-0.4865, -0.2181, 0.1643], [-0.5506, -1.0476, -0.2422], [0.0665, 0.0665, 0.1035], [2.7329, 0.6663, 0.3563], [-0.0649, -0.9188, -0.9027], [0.2291, 0.2039, -0.4061], [-0.1530, 0.7410, 0.0841], [0.2480, -1.1717, -0.3569], [0.2478, 0.2281, 0.1929], [-0.6056, -0.4521, -0.9274], [-0.0305, -0.9961, -1.1245], [-1.2292, -0.9609, -1.6593], [0.1564, -0.5246, 1.1711], [-0.1240, 0.1002, -0.0151], [0.0127, 0.1569, -0.0686], [-0.4258, -0.0185, 0.0011], [-0.4285, 0.7590, -0.1975], [-0.6844, -0.0177, -0.4058], [0.6156, 0.1218, 0.5121], [-0.4752, -0.0674, 0.2304], [0.6262, -0.0251, 0.1512], [-2.4555, -2.6122, 0.1847], [0.7432, -0.1409, -0.0829], [0.4154, -0.0964, 0.0651], [-0.0336, 0.1507, 0.3743], [0.9745, 0.1971, 0.0415], [-0.3337, -0.3751, -0.2153], [0.3739, -0.1896, 0.3018], [0.8171, -0.2174, -0.3381], [-0.5750, 0.9405, -0.8806], [-0.0095, -0.2014, 0.4417], [0.2780, 0.6137, 1.0944], [3.2892, 3.1166, 3.0120], [-0.0810, -0.7783, -2.9598], [-0.6456, -0.2268, -0.2669], [-0.4973, -0.4354, -0.6233], [-2.9973, -0.3930, -1.2189], [2.4640, -0.2715, 1.7796], [-0.3048, 0.2919, 0.6022], [0.2385, 1.1992, 0.3188], [-0.4161, 1.9606, 0.9479], [-0.9429, -1.2212, 0.7339], [0.1532, 0.2524, 0.2203], [1.9740, 1.6777, -2.5075], [0.3834, -0.0275, 0.9724], [0.6713, 0.4293, 0.7373]]
}

---

Question: What is the formula in the third record?
Answer: C19H36BeF4O17